Entry 1:
Molecular formula: C33H40Cl2GeN7O5W
Method: DFT, ωB97M-V/def2-TZVPD

Calculated values
Largest force on an atom in eV/Å: 0.31
⟨S²⟩: 0.76
Energy in eV: -138912.3626
ΔE to the lowest compared entry with this formula, charge and spin in kJ/mol: 10.58
LUMO level (alpha / beta) in eV: -7.1 / -6.8
HOMO level (alpha / beta) in eV: -12.89 / -12.89

```
! RIJCOSX wB97M-V def2-TZVPD def2/J DEFGRID3
* xyz 2 2
W -0.013 -0.166 0.766
Cl 4.112 -5.724 -0.141
C 2.753 -4.677 -0.152
C 2.892 -3.407 0.387
C 1.800 -2.548 0.393
N 1.760 -1.202 0.819
C 2.853 -0.655 1.460
O 3.860 -1.226 1.810
C 2.686 0.799 1.734
C 3.740 1.576 2.168
C 3.516 2.922 2.398
C 2.239 3.433 2.199
C 1.234 2.587 1.784
N 1.451 1.281 1.549
C 0.580 -2.968 -0.132
C 0.446 -4.231 -0.691
C 1.536 -5.086 -0.696
Cl 1.349 -6.650 -1.381
N -0.409 -1.957 -0.067
C -1.740 -2.300 -0.340
O -2.208 -3.405 -0.384
C -2.559 -1.083 -0.595
C -3.813 -1.117 -1.165
C -4.461 0.089 -1.388
C -3.825 1.271 -1.033
C -2.570 1.217 -0.458
N -1.951 0.051 -0.236
H 3.847 -3.112 0.783
H 4.706 1.111 2.304
H 4.320 3.567 2.725
H 2.022 4.479 2.361
H 0.230 2.948 1.621
H -0.479 -4.574 -1.119
H -4.245 -2.072 -1.431
H -5.439 0.110 -1.849
H -4.284 2.232 -1.220
H -2.028 2.115 -0.194
C -1.147 -4.324 2.882
O -0.062 -3.844 3.693
C 0.312 -2.585 3.527
O -0.272 -1.794 2.781
N 1.394 -2.314 4.274
N 1.971 -1.045 4.290
H -1.246 -5.375 3.131
H -0.917 -4.206 1.825
H -2.066 -3.796 3.133
H 1.778 -3.065 4.829
H 2.952 -1.132 4.047
H 1.896 -0.656 5.223
O -1.021 0.967 2.112
N -2.303 0.842 2.533
C -2.862 -0.364 2.708
C -4.164 -0.443 3.155
C -4.869 0.717 3.436
C -4.246 1.947 3.263
C -2.951 1.987 2.806
H -2.219 -1.215 2.523
H -4.607 -1.419 3.294
H -5.888 0.667 3.795
H -4.754 2.875 3.483
H -2.380 2.889 2.647
C -1.934 3.824 -4.440
C -1.474 3.297 -3.087
C 0.028 3.455 -2.873
C 0.504 2.884 -1.534
Ge 0.667 0.911 -1.541
C 2.544 0.444 -1.883
C 3.181 1.054 -3.141
C 3.046 0.189 -4.392
C 1.613 -0.096 -4.823
H -3.011 3.713 -4.571
H -1.444 3.286 -5.253
H -1.693 4.882 -4.549
H -1.743 2.239 -2.993
H -2.002 3.831 -2.285
H 0.285 4.516 -2.932
H 0.556 2.973 -3.702
H -0.159 3.233 -0.733
H 1.501 3.256 -1.280
H -0.326 0.333 -2.566
H 2.665 -0.643 -1.882
H 3.067 0.810 -0.992
H 4.246 1.200 -2.945
H 2.777 2.054 -3.335
H 3.566 -0.758 -4.217
H 3.582 0.680 -5.206
H 1.105 -0.765 -4.126
H 1.591 -0.572 -5.803
H 1.024 0.823 -4.894
*
```

=====

Entry 2:
Molecular formula: C33H40F15NO13
Method: DFT, ωB97M-V/def2-TZVPD

Calculated values
Largest force on an atom in eV/Å: 2.55
Energy in eV: -103741.4130
Structure (SMILES): CCCc1cc(OCC)c2c(c1)C(=O)NC2=O.CCOC(=O)C(F)(F)F.CCOC(=O)C(F)(F)F.CCOC(=O)C(F)(F)F.CCOC(=O)C(F)(F)F.CCOC(=O)C(F)(F)F
LUMO level in eV: -0.5
HOMO level in eV: -9.42

```
! RIJCOSX wB97M-V def2-TZVPD def2/J DEFGRID3
* xyz 0 1
C -4.980 -0.969 -2.866
C -4.419 -1.888 -3.968
C -2.886 -1.696 -4.166
C -2.213 -2.078 -2.860
C -2.134 -3.444 -2.584
C -1.581 -3.879 -1.412
O -1.480 -5.179 -0.989
C -2.340 -6.064 -1.699
C -3.846 -5.804 -1.459
C -1.092 -2.848 -0.522
C -1.157 -1.514 -0.824
C -1.732 -1.127 -2.025
C -0.554 -0.668 0.277
O -0.543 0.533 0.406
N 0.024 -1.616 1.174
C -0.455 -2.935 0.889
O -0.371 -3.839 1.678
H -6.063 -1.085 -2.816
H -4.580 -1.223 -1.881
H -4.673 0.060 -3.079
H -4.974 -1.748 -4.898
H -4.542 -2.914 -3.598
H -2.548 -2.409 -4.922
H -2.701 -0.657 -4.440
H -2.511 -4.174 -3.287
H -2.131 -7.057 -1.293
H -2.088 -6.143 -2.762
H -4.397 -6.707 -1.205
H -4.271 -5.452 -2.408
H -3.985 -4.984 -0.754
H -1.773 -0.065 -2.243
H 1.019 -1.521 0.965
C 0.943 0.901 3.959
C 2.026 -0.152 4.002
O 3.321 0.444 3.776
C 3.905 0.997 4.829
O 3.461 1.046 5.936
C 5.281 1.541 4.426
F 5.233 2.198 3.256
F 6.170 0.547 4.286
F 5.769 2.381 5.334
H 0.990 1.458 3.023
H -0.042 0.443 4.048
H 1.065 1.620 4.770
H 1.876 -0.871 3.200
H 2.015 -0.706 4.940
C 5.882 2.702 0.494
C 5.630 1.779 -0.679
O 5.122 2.508 -1.813
C 6.028 3.113 -2.569
O 7.208 3.106 -2.390
C 5.340 3.799 -3.757
F 4.237 4.458 -3.380
F 4.974 2.897 -4.678
F 6.147 4.676 -4.348
H 4.981 3.267 0.737
H 6.188 2.133 1.362
H 6.664 3.426 0.260
H 4.863 1.050 -0.421
H 6.526 1.223 -0.953
C 1.767 -4.700 -0.887
C 2.912 -5.406 -1.576
O 3.270 -4.734 -2.799
C 4.071 -3.685 -2.672
O 4.508 -3.258 -1.645
C 4.401 -3.109 -4.056
F 3.314 -3.029 -4.832
F 5.292 -3.884 -4.689
F 4.920 -1.888 -3.964
H 0.907 -4.572 -1.541
H 1.449 -5.247 -0.001
H 2.074 -3.696 -0.585
H 2.614 -6.414 -1.859
H 3.778 -5.498 -0.921
C 4.489 6.467 4.076
C 3.543 7.171 3.127
O 2.459 6.305 2.744
C 1.445 6.227 3.596
O 1.358 6.807 4.636
C 0.359 5.305 3.027
F 0.884 4.192 2.504
F -0.332 5.918 2.056
F -0.515 4.937 3.960
H 4.842 5.531 3.638
H 5.348 7.100 4.297
H 3.992 6.218 5.013
H 4.061 7.431 2.206
H 3.158 8.096 3.555
C -9.972 2.293 0.154
C -8.661 2.079 0.880
O -8.410 0.677 1.087
C -7.876 0.024 0.064
O -7.595 0.493 -0.997
C -7.621 -1.439 0.454
F -8.659 -1.967 1.111
F -6.548 -1.536 1.250
F -7.398 -2.197 -0.618
H -10.788 1.801 0.686
H -10.194 3.357 0.072
H -9.938 1.869 -0.850
H -8.705 2.527 1.870
H -7.829 2.541 0.350
*
```

=====

Entry 3:
Molecular formula: C33H40N4P2RuSe
Method: DFT, ωB97M-V/def2-TZVPD

Calculated values
Largest force on an atom in eV/Å: 5.11
⟨S²⟩: 6.06
Energy in eV: -127309.2302
ΔE to the lowest compared entry with this formula, charge and spin in kJ/mol: 489.82
LUMO level (alpha / beta) in eV: -7.7 / -9.1
HOMO level (alpha / beta) in eV: -12.65 / -12.64

```
! RIJCOSX wB97M-V def2-TZVPD def2/J DEFGRID3
* xyz 2 5
Ru 0.129 1.047 -2.914
C -1.669 1.146 -5.749
C -1.367 -0.149 -5.979
C -0.077 -0.550 -6.675
C 1.070 0.494 -6.415
C 1.024 1.223 -5.101
C 0.643 2.515 -4.770
C -0.280 3.310 -5.663
C -1.198 2.383 -6.468
C 1.152 1.487 -0.926
H -2.578 1.360 -5.185
H -2.113 -0.969 -5.828
H -0.270 -0.610 -7.770
H 0.236 -1.577 -6.395
H 2.037 -0.059 -6.481
H 1.107 1.203 -7.248
H 1.798 0.746 -4.535
H 1.349 3.193 -4.240
H 0.306 3.982 -6.337
H -0.896 3.968 -5.027
H -2.084 2.961 -6.773
H -0.710 2.088 -7.409
H 0.852 2.508 -0.609
H 2.247 1.480 -1.131
H 1.008 0.793 -0.056
P 1.368 -0.912 -2.507
P -1.680 -0.550 -3.122
N 3.106 -0.086 -3.037
N 2.298 -1.924 -1.377
N -3.196 0.820 -3.204
N -2.838 -1.628 -2.101
C 0.769 -1.994 -3.839
C -0.776 -2.150 -3.789
C 3.120 1.303 -3.198
C 4.357 1.747 -3.691
C 5.146 0.556 -3.819
C 4.373 -0.538 -3.383
C 3.196 -1.369 -0.449
C 4.117 -2.326 -0.079
C 3.769 -3.540 -0.751
C 2.659 -3.275 -1.536
C -2.890 2.185 -3.210
C -4.062 2.931 -3.467
C -5.127 1.994 -3.553
C -4.562 0.724 -3.394
C -4.075 -2.203 -2.335
C -4.544 -2.821 -1.168
C -3.480 -2.717 -0.197
C -2.442 -2.043 -0.835
H 1.211 -3.000 -3.791
H 1.085 -1.471 -4.765
H -1.235 -2.399 -4.762
H -1.029 -2.980 -3.105
H 2.199 1.881 -3.046
H 4.631 2.796 -3.840
H 6.164 0.537 -4.176
H 4.654 -1.583 -3.249
H 3.093 -0.335 -0.173
H 4.949 -2.177 0.601
H 4.285 -4.493 -0.654
H 2.093 -3.900 -2.214
H -1.818 2.502 -3.119
H -4.127 4.009 -3.573
H -6.185 2.118 -3.729
H -5.038 -0.239 -3.369
H -4.533 -2.179 -3.325
H -5.526 -3.270 -1.008
H -3.459 -3.117 0.825
H -1.449 -1.789 -0.494
Se -1.336 1.004 -0.832
C -0.950 0.470 1.087
C -1.151 1.449 2.058
C -0.764 1.224 3.382
C -0.253 -0.034 3.772
C -0.077 -1.021 2.786
C -0.356 -0.741 1.439
H -1.510 2.425 1.749
H -0.822 2.026 4.121
H 0.035 -0.231 4.811
H 0.334 -2.000 3.048
H -0.007 -1.451 0.674
*
```

=====

Entry 4:
Molecular formula: C33H40N5O7S3SeTi
Method: DFT, ωB97M-V/def2-TZVPD

Calculated values
Largest force on an atom in eV/Å: 1.01
Energy in eV: -177617.6147
ΔE to the lowest compared entry with this formula, charge and spin in kJ/mol: 107.22
LUMO level in eV: -3.9
HOMO level in eV: -9.89

```
! RIJCOSX wB97M-V def2-TZVPD def2/J DEFGRID3
* xyz 1 1
Ti 0.154 -0.266 0.637
C 0.652 -3.469 2.363
C -0.742 -3.687 2.940
S -2.031 -2.559 2.343
C -2.805 -2.107 3.906
C -1.969 -1.273 4.881
S -1.097 0.124 4.124
C 0.586 -0.163 4.696
C 1.257 -1.449 4.234
S 1.348 -1.805 2.451
H 0.708 -3.701 1.302
H 1.355 -4.128 2.876
H -0.727 -3.625 4.028
H -1.028 -4.711 2.694
H -3.138 -3.014 4.414
H -3.710 -1.567 3.625
H -1.237 -1.901 5.389
H -2.630 -0.883 5.654
H 0.589 -0.168 5.788
H 1.153 0.714 4.394
H 0.767 -2.311 4.684
H 2.287 -1.451 4.592
O 3.378 -1.301 -4.937
C 3.573 -2.525 -4.677
O 4.022 -3.434 -5.362
C 3.066 -2.842 -3.277
C 3.904 -3.181 -2.223
C 3.400 -3.222 -0.928
N 2.143 -2.917 -0.616
C 1.332 -2.646 -1.646
C 1.722 -2.638 -2.969
C 0.001 -2.068 -1.324
O -0.763 -1.621 -2.151
O -0.275 -1.940 -0.004
H 4.950 -3.390 -2.407
H 4.050 -3.474 -0.096
H 1.013 -2.382 -3.743
C -5.199 3.361 -1.303
O -4.026 2.659 -1.708
C -2.831 3.152 -1.325
C -2.657 4.264 -0.506
C -1.382 4.709 -0.194
C -0.258 4.076 -0.704
C -0.421 2.964 -1.509
C -1.691 2.491 -1.790
N -1.838 1.315 -2.606
C -2.513 0.241 -2.344
C -3.208 -0.054 -1.115
C -4.497 -0.579 -1.246
C -5.319 -0.703 -0.144
C -4.842 -0.315 1.104
C -3.541 0.133 1.266
C -2.708 0.229 0.163
O -1.405 0.554 0.333
H -6.029 2.844 -1.775
H -5.169 4.397 -1.644
H -5.314 3.325 -0.218
H -3.516 4.788 -0.113
H -1.269 5.569 0.453
H 0.732 4.437 -0.462
H 0.439 2.442 -1.908
H -1.418 1.362 -3.527
H -2.622 -0.452 -3.169
H -4.860 -0.849 -2.230
H -6.321 -1.094 -0.253
H -5.488 -0.387 1.970
H -3.144 0.396 2.236
C 3.904 1.104 -3.129
N 2.626 0.834 -2.449
C 1.518 0.600 -3.375
C 2.537 0.669 -1.149
O 1.467 0.115 -0.641
N 3.542 1.033 -0.328
C 3.768 0.318 0.919
C 4.117 2.376 -0.397
H 3.968 0.399 -3.961
H 4.728 0.936 -2.445
H 3.924 2.132 -3.494
H 1.849 -0.160 -4.087
H 1.316 1.531 -3.912
H 0.641 0.260 -2.835
H 3.368 -0.690 0.846
H 3.322 0.835 1.771
H 4.846 0.247 1.072
H 3.856 2.859 -1.334
H 5.203 2.323 -0.323
H 3.732 2.975 0.433
Se 1.124 3.697 3.201
C 0.900 2.179 2.385
N 0.797 1.132 1.844
*
```

=====

Entry 5:
Molecular formula: C33H41BiN5
Method: DFT, ωB97M-V/def2-TZVPD

Calculated values
Largest force on an atom in eV/Å: 5.35
Energy in eV: -48171.5323
LUMO level in eV: 2.6
HOMO level in eV: -2.30

```
! RIJCOSX wB97M-V def2-TZVPD def2/J DEFGRID3
* xyz -1 1
Bi 0.236 -0.295 0.031
N -0.188 -2.242 3.631
N 0.958 1.682 2.263
C -2.457 -0.235 -1.489
C -3.015 -0.105 -0.177
C -2.916 -1.377 0.468
C -3.260 -1.699 1.872
H -3.886 -0.913 2.312
H -2.364 -1.816 2.501
H -3.823 -2.644 1.915
C -2.324 -2.296 -0.447
C -2.079 -3.736 -0.186
H -2.959 -4.340 -0.467
H -1.882 -3.924 0.880
H -1.223 -4.113 -0.762
C -2.049 -1.601 -1.660
C -1.495 -2.213 -2.893
H -0.663 -2.900 -2.676
H -1.133 -1.454 -3.598
H -2.271 -2.800 -3.411
C -3.633 1.122 0.384
H -4.685 1.209 0.060
H -3.118 2.035 0.047
H -3.630 1.111 1.482
C -2.373 0.844 -2.508
H -1.602 0.635 -3.262
H -2.135 1.821 -2.056
H -3.334 0.952 -3.038
C 0.506 -3.189 4.284
H -0.163 -3.994 4.572
C 1.876 -3.095 4.506
H 2.318 -3.917 5.011
C 2.608 -1.950 4.120
H 3.671 -1.887 4.324
C 1.938 -0.937 3.470
H 2.387 0.017 3.150
C 0.502 -1.192 3.083
C -0.378 -0.651 2.081
H -1.144 0.009 2.580
C 0.972 1.813 0.906
C 0.574 2.818 2.780
H 0.282 2.786 3.771
C 0.602 3.853 1.814
H 0.586 4.933 1.971
N 0.810 3.168 0.580
C 0.574 3.679 -0.721
C -0.458 4.599 -0.854
C -0.679 5.074 -2.142
H -1.459 5.814 -2.278
C 0.055 4.588 -3.230
C -0.185 5.140 -4.601
H -0.134 4.334 -5.344
H 0.569 5.891 -4.874
H -1.170 5.612 -4.644
C 1.004 3.586 -3.039
H 1.537 3.153 -3.895
C 1.317 3.132 -1.773
C 2.406 2.129 -1.576
H 3.053 2.333 -0.718
H 3.030 2.134 -2.485
H 2.011 1.102 -1.480
C -1.349 4.995 0.271
H -0.848 5.566 1.062
H -1.897 4.152 0.722
H -2.094 5.675 -0.153
C 2.715 -5.323 1.628
C 2.570 -4.178 0.764
C 3.279 -3.776 -0.432
C 2.660 -2.538 -0.842
N 1.672 -2.231 0.044
N 1.607 -3.220 0.970
C 2.994 -1.737 -2.009
H 3.582 -5.911 1.310
H 2.866 -5.029 2.681
H 1.827 -5.977 1.589
H 4.040 -4.277 -0.883
H 0.974 -3.215 1.736
H 3.460 -0.770 -1.742
H 3.713 -2.279 -2.637
H 2.110 -1.520 -2.641
*
```